{"formula": "C20H26FNO4", "method": "ωB97M-V with the def2-TZVPD basis set", "smiles": "CCOC(=O)C1(Cc2cccc(F)c2)CCN(C(=O)[C@@H]2CCCO2)CC1", "elements": ["F", "O", "O", "O", "O", "N", "C", "C", "C", "C", "C", "C", "C", "C", "C", "C", "C", "C", "C", "C", "C", "C", "C", "C", "C", "C", "H", "H", "H", "H", "H", "H", "H", "H", "H", "H", "H", "H", "H", "H", "H", "H", "H", "H", "H", "H", "H", "H", "H", "H", "H", "H"], "positions_angstrom": [[0.83156, -2.30382, 5.65064], [3.10323, 0.07601, -2.27404], [0.17522, 1.28118, -3.41433], [-1.80321, 1.43774, -0.59407], [0.21290, 2.27627, -0.09579], [1.16030, -0.71466, -1.46891], [-1.09364, -1.02968, 2.86372], [1.17007, 0.30906, -3.69971], [-0.24255, -1.05631, -1.59245], [1.90926, -0.11619, -2.41574], [-0.94087, -3.31662, 4.47720], [0.80186, 2.56116, -3.39192], [-1.88963, -3.22684, 3.47343], [-0.36926, 0.04082, 0.65963], [-0.08980, -2.24432, 4.66619], [1.13163, -0.17148, 0.91130], [1.75438, -1.03684, -0.18950], [-3.66643, 2.84264, -1.14510], [-0.58504, 1.37678, -0.06386], [-0.90786, -1.09769, -0.21234], [-2.17069, 2.62947, -1.29404], [-1.16319, 0.18487, 1.98503], [2.16312, 2.42327, -4.09296], [-1.96674, -2.09682, 2.67862], [2.13020, 1.00458, -4.66301], [-0.15130, -1.10739, 3.88223], [-0.70654, -2.04713, 0.28553], [2.30086, 3.17774, -4.86452], [-0.86216, -4.18633, 5.10931], [1.61716, 0.80587, 0.92661], [-3.92917, 2.97393, -0.09828], [-1.98517, -0.99951, -0.34180], [0.13078, 3.25137, -3.91259], [1.71551, 0.99156, -5.67121], [-2.20522, 0.39019, 1.73105], [-0.76167, 1.04674, 2.52243], [-2.57578, -4.04470, 3.31396], [-2.72304, -2.03765, 1.91086], [-0.34194, -2.03815, -2.07822], [1.29507, -0.65762, 1.87197], [-1.89242, 2.49586, -2.34422], [2.82591, -0.84866, -0.26792], [3.10908, 0.53314, -4.65810], [0.66831, -0.55825, -4.14196], [1.59772, -2.10100, 0.01576], [2.96925, 2.50651, -3.36639], [-4.20769, 1.98504, -1.53572], [-0.74076, -0.31185, -2.21374], [-3.96322, 3.72958, -1.69701], [-1.60233, 3.46974, -0.88208], [0.91785, 2.89090, -2.35376], [0.52357, -0.28972, 4.08470]], "forces_ev_per_angstrom": [[-0.072, 0.002, -0.070], [0.358, 0.177, -0.057], [-0.155, -0.203, 0.005], [-0.429, -0.166, -0.049], [0.029, 0.167, -0.053], [-0.018, 0.007, 0.368], [-0.064, -0.021, 0.114], [0.285, -0.107, -0.279], [-0.396, -0.277, -0.317], [-0.214, -0.044, -0.288], [0.169, 0.076, 0.128], [0.099, 0.559, 0.075], [0.020, 0.015, -0.015], [-0.072, 0.106, -0.001], [-0.078, -0.023, -0.086], [0.059, 0.023, -0.182], [0.333, 0.049, 0.238], [0.399, -0.241, 0.047], [0.389, -0.206, 0.251], [0.120, 0.115, -0.089], [-0.088, 0.563, -0.180], [0.046, -0.050, -0.105], [-0.041, -0.007, 0.037], [-0.038, 0.025, -0.020], [-0.108, -0.137, 0.143], [0.002, -0.149, 0.171], [-0.041, 0.013, 0.004], [0.027, 0.026, -0.001], [0.027, -0.077, 0.083], [0.009, -0.088, 0.074], [-0.055, 0.035, 0.080], [-0.011, -0.094, 0.013], [0.060, -0.034, 0.071], [-0.039, -0.048, 0.017], [0.011, 0.063, 0.049], [-0.053, 0.043, 0.015], [-0.060, -0.075, -0.007], [-0.085, 0.019, -0.102], [-0.085, 0.090, 0.037], [0.003, 0.004, 0.002], [0.021, 0.018, 0.141], [-0.159, -0.135, 0.049], [-0.003, 0.007, -0.060], [0.043, 0.083, 0.052], [0.053, 0.028, -0.001], [0.007, 0.027, -0.043], [-0.120, -0.048, -0.047], [0.016, -0.130, 0.076], [-0.054, 0.092, -0.062], [-0.088, -0.149, -0.118], [-0.050, -0.008, -0.128], [0.090, 0.083, 0.018]]}

{"formula": "C29H37Br14F17N3O4", "method": "ωB97M-V with the def2-TZVPD basis set", "charge": 1, "elements": ["Br", "Br", "Br", "Br", "Br", "Br", "Br", "Br", "Br", "Br", "Br", "Br", "Br", "Br", "F", "F", "F", "F", "F", "F", "F", "F", "F", "F", "F", "F", "F", "F", "F", "F", "F", "O", "O", "O", "O", "N", "N", "N", "C", "C", "C", "C", "C", "C", "C", "C", "C", "C", "C", "C", "C", "C", "C", "C", "C", "C", "C", "C", "C", "C", "C", "C", "C", "C", "C", "C", "C", "H", "H", "H", "H", "H", "H", "H", "H", "H", "H", "H", "H", "H", "H", "H", "H", "H", "H", "H", "H", "H", "H", "H", "H", "H", "H", "H", "H", "H", "H", "H", "H", "H", "H", "H", "H", "H"], "positions_angstrom": [[6.08889, 3.08202, -1.74756], [-0.59977, -6.62798, 3.13249], [-4.34919, 7.39501, 1.92645], [-5.76751, -5.10048, 4.72632], [-6.35040, -5.17014, 1.59458], [-0.70339, -7.50151, 0.06861], [-2.52470, 5.21380, -2.71377], [-3.33750, 4.56318, 2.97575], [5.86239, 4.01861, 1.22303], [-1.69517, -4.60518, 0.93299], [-4.75274, 3.76537, -4.46454], [-1.37524, 6.44370, 1.32853], [-7.84778, -3.05238, 3.44750], [-4.98536, 3.79998, -1.28784], [-2.20207, -1.45967, -3.61344], [-5.97528, -1.01829, 1.34199], [-5.01957, -1.73271, -1.07445], [-4.27280, -1.13091, 2.67876], [-3.17151, 1.09585, -2.05510], [-2.94593, -1.41749, 0.66185], [-2.53985, -2.31508, -1.64619], [-6.22977, 0.80482, 3.10291], [-0.86859, 0.87568, -3.70532], [-3.09164, 0.74527, 0.58874], [-0.49693, 1.66271, -1.71659], [-4.12965, 1.38574, 3.10354], [-4.31533, -0.33382, -3.20396], [-5.43251, 1.93607, 1.41987], [-5.45940, 0.40363, -0.93024], [-0.97722, -0.38816, -0.49205], [-0.10223, -1.69820, -1.97979], [0.63257, -4.06707, 0.88929], [3.80004, -0.99932, -2.64416], [3.33448, 2.38076, 2.34332], [3.14699, -3.82336, -1.73681], [1.12333, 2.39818, 1.89644], [3.67372, 3.33000, -0.44843], [3.88877, 0.64810, -0.00110], [0.66766, -2.68654, 1.14337], [1.74275, -4.57307, 0.16423], [-0.94390, -0.64250, -1.81574], [5.09020, 1.44025, 0.37484], [3.28594, 0.97997, -1.34068], [1.92112, 0.28585, -1.36914], [2.80733, 3.86599, 0.59046], [4.97429, 2.90929, -0.07333], [-0.29066, 0.57756, -2.53301], [1.81998, -4.06558, -1.27573], [4.62240, -1.94334, -1.97086], [-2.31646, -1.15238, -2.30358], [0.03087, 3.05349, 1.17629], [-4.38676, 4.74879, -2.85342], [2.41773, 2.82769, 1.66075], [-3.53574, -0.19265, -2.11356], [-3.81200, -0.39700, 0.48480], [-4.83542, -0.40859, 1.68375], [-6.23702, -4.07100, 3.17076], [-0.47005, -6.04595, 1.30367], [1.19639, 0.42639, -2.70009], [4.12315, 0.35473, -2.46435], [-2.85064, 6.38204, 2.56847], [-4.46150, -0.52011, -0.90206], [1.72984, -2.25762, 2.17353], [-5.14466, 0.98332, 2.31606], [3.01228, 2.49776, -1.44035], [0.95230, 0.95463, 2.05116], [3.79848, -2.79980, -1.03732], [0.36855, 0.75669, 2.94541], [5.19456, 0.47020, -2.33314], [4.16991, -0.33301, -0.00913], [1.33964, 0.72575, -0.56262], [3.24205, 2.82591, -2.44943], [1.60032, -5.64376, 0.13365], [1.27280, -1.53911, 2.84455], [1.21690, -3.17342, -1.43990], [1.94117, 4.29843, 0.11054], [5.99495, 1.02300, -0.03855], [3.15582, 0.72061, 0.71140], [0.38740, 0.51782, 1.23485], [3.11466, -2.19657, -0.43543], [2.53881, -1.72297, 1.67879], [0.78913, -2.08796, 0.23814], [-2.51627, 6.84150, 3.48640], [2.66091, -4.40000, 0.72649], [-0.30928, -2.43646, 1.53740], [2.01838, -0.77195, -1.15298], [0.52606, -5.65590, 1.15311], [0.19287, 3.18781, 0.11062], [1.41798, -4.82899, -1.92618], [5.18585, 1.43033, 1.45226], [1.94921, 2.64904, -1.31655], [-0.88780, 2.49954, 1.30770], [-5.43880, -3.36351, 3.00555], [-4.94522, 5.67138, -2.90332], [-0.15809, 4.03013, 1.60413], [5.06873, -2.61134, -2.69986], [3.26487, 4.69794, 1.10432], [4.50534, -3.24946, -0.33239], [3.87184, 0.87934, -3.37901], [5.40633, -1.47520, -1.37253], [2.10672, -3.08172, 2.76235], [1.89494, 0.44688, 2.21556], [1.50113, 1.29035, -3.27894], [1.41759, -0.42960, -3.32386]], "forces_ev_per_angstrom": [[-0.026, 0.019, 0.046], [-0.015, 0.019, -0.018], [0.058, -0.066, -0.001], [-0.020, 0.022, -0.047], [0.009, 0.045, 0.035], [-0.066, -0.099, -0.053], [0.059, 0.008, 0.005], [0.024, 0.018, -0.030], [-0.074, 0.082, 0.019], [-2.496, -1.066, 0.139], [0.031, 0.001, 0.065], [-0.038, 0.175, -0.046], [0.044, -0.048, 0.005], [0.011, 0.090, -0.001], [0.126, 0.269, 0.404], [0.100, 0.234, -0.147], [0.435, 0.382, 0.175], [-0.023, 0.061, -0.080], [0.440, -0.155, 0.138], [-0.475, 0.042, 0.139], [-0.018, 0.334, -0.258], [0.744, 0.241, -0.475], [-0.155, -0.378, -0.097], [-0.204, 0.070, -0.216], [-0.155, 0.057, -0.098], [-0.390, -0.104, -0.659], [0.063, -0.069, 0.222], [0.321, -0.524, 0.359], [0.355, -0.175, -0.100], [-0.018, 0.028, -0.177], [-0.245, 0.068, -0.194], [3.188, 2.708, -0.809], [0.285, 0.025, -0.146], [-0.037, -0.577, -0.569], [-0.423, 0.162, 0.082], [0.633, 0.096, -2.008], [-0.085, 0.088, 0.941], [0.226, -0.117, -0.205], [0.510, 0.548, 0.608], [0.565, 0.697, -0.163], [0.265, -0.129, -0.236], [0.483, 0.707, 0.537], [-0.797, -0.494, -0.520], [-0.060, -0.029, 0.444], [-1.078, 0.224, 0.308], [0.455, -0.051, -0.977], [0.130, 0.706, 0.496], [0.133, -0.058, -0.299], [-0.657, -0.344, 0.172], [-0.036, -0.479, -0.332], [-0.220, 0.404, 0.321], [-0.056, -0.123, 0.026], [-0.052, 0.089, 1.156], [-0.733, -0.273, -0.511], [0.242, -0.358, 0.884], [0.323, -0.271, 0.154], [-0.007, -0.007, -0.010], [-0.734, -1.039, 0.262], [0.151, -0.147, -0.305], [0.215, -0.021, -0.084], [-0.121, -0.030, -0.028], [-0.752, 0.390, -0.155], [-0.505, 0.299, -0.463], [-0.982, 0.232, 0.744], [0.455, -0.044, 0.009], [-0.430, 0.162, 1.197], [0.793, -0.501, 0.249], [-0.100, -0.088, 0.227], [0.185, 0.171, 0.154], [-0.151, -0.125, -0.037], [-0.196, 0.111, 0.019], [0.310, 0.140, -0.137], [0.348, -0.280, -0.222], [0.002, -0.037, 0.293], [0.052, -0.082, 0.282], [-0.171, 0.002, -0.258], [-0.009, -0.441, -0.296], [0.210, 0.254, 0.249], [0.065, 0.038, -0.330], [-0.232, 0.031, -0.041], [0.432, -0.185, 0.064], [-0.003, -0.197, -0.159], [0.031, 0.001, 0.023], [0.268, 0.164, -0.091], [-0.254, -0.114, 0.002], [0.063, -0.024, 0.064], [-1.351, -1.329, 0.849], [0.075, -0.219, -0.190], [-0.042, -0.153, -0.273], [-0.237, -0.175, 0.162], [-0.257, 0.086, 0.060], [-0.135, -0.276, 0.053], [0.020, 0.008, 0.009], [0.002, 0.036, 0.003], [0.065, 0.141, 0.068], [0.270, 0.022, -0.177], [0.420, 0.065, 0.109], [0.069, -0.066, 0.196], [-0.068, 0.105, -0.225], [0.253, 0.306, -0.169], [0.130, -0.221, 0.068], [0.210, 0.135, -0.059], [0.058, 0.372, 0.034], [-0.022, -0.205, -0.149]]}

| no. | total energy (eV) |
| --- | --- |
| 1 | -33560.5203 |
| 2 | -1070114.5356 |